{
  "formula": "C57H75N2O22PS",
  "method": "ωB97M-V with the def2-TZVPD basis set",
  "smiles": "CC(=O)N(C)c1c(C[C@@H]2CO2)c(C)c([PH2]=S)c2c1C(=O)N(c1ccccc1)C2=O.O=C1CCCO1.O=C1CCCO1.O=C1CCCO1.O=C1CCCO1.O=C1CCCO1.O=C1CCCO1.O=C1CCCO1.O=C1CCCO1.O=C1CCCO1",
  "e_lumo_ev": -0.907,
  "e_homo_ev": -8.13,
  "symbols": ["S", "P", "O", "O", "O", "O", "O", "O", "O", "O", "O", "O", "O", "O", "O", "O", "O", "O", "O", "O", "O", "O", "O", "O", "N", "N", "C", "C", "C", "C", "C", "C", "C", "C", "C", "C", "C", "C", "C", "C", "C", "C", "C", "C", "C", "C", "C", "C", "C", "C", "C", "C", "C", "C", "C", "C", "C", "C", "C", "C", "C", "C", "C", "C", "C", "C", "C", "C", "C", "C", "C", "C", "C", "C", "C", "C", "C", "C", "C", "C", "C", "C", "C", "H", "H", "H", "H", "H", "H", "H", "H", "H", "H", "H", "H", "H", "H", "H", "H", "H", "H", "H", "H", "H", "H", "H", "H", "H", "H", "H", "H", "H", "H", "H", "H", "H", "H", "H", "H", "H", "H", "H", "H", "H", "H", "H", "H", "H", "H", "H", "H", "H", "H", "H", "H", "H", "H", "H", "H", "H", "H", "H", "H", "H", "H", "H", "H", "H", "H", "H", "H", "H", "H", "H", "H", "H", "H", "H"],
  "coordinates": [[-2.247721, -7.137741, 2.897435], [-2.842902, -6.770599, 1.052907], [-4.573313, 2.730835, 2.685977], [0.178155, -5.160993, 2.188578], [5.156662, 3.450642, 2.277612], [7.306364, 1.474910, 4.836595], [-6.334023, 1.312956, -6.904514], [-4.555026, -0.824186, 6.216189], [-0.431244, -0.587634, 1.424088], [3.679260, 1.815762, -1.008915], [-2.975197, 3.089474, 1.124607], [-4.460419, -2.485155, -3.390120], [-7.902392, -0.313349, -7.100805], [9.203612, 2.091282, 5.911041], [-2.375842, -0.474364, -2.578409], [5.019177, -5.513466, -2.955502], [-3.566162, -1.379330, -10.876142], [2.066386, 1.523673, 0.542325], [3.990618, 3.346197, 5.915345], [-3.370771, 1.047021, 5.733753], [5.611417, 4.147269, 7.281453], [6.771585, 4.919109, 1.667108], [-2.213060, 0.251719, -10.074554], [5.860090, -6.676891, -1.201158], [-3.004966, -0.361112, -0.227382], [0.375151, -2.940142, 1.331446], [-4.326646, -2.718366, -0.314312], [-4.010906, 0.092892, 5.370982], [1.098898, -2.873307, 0.037445], [5.991269, 1.060584, 5.239384], [2.979474, 2.260974, -0.134031], [6.012888, 5.445279, 7.736320], [5.067681, -5.727121, -1.770970], [5.591562, -6.737944, 0.204220], [-2.992713, -4.934635, 0.660438], [6.308847, 3.686373, 2.008607], [-3.675830, 3.500458, 2.015765], [-3.726208, 4.917818, 2.515201], [-4.287433, -0.287308, 3.942314], [2.948980, 3.689396, 0.333929], [-6.016228, -2.382317, -3.769979], [-3.141445, -1.781970, 0.008379], [8.651590, 3.560248, 1.970598], [4.984916, -5.398569, 0.552045], [-2.285416, 0.024233, -1.435120], [5.537907, 6.404213, 6.669848], [-5.902668, -0.406848, -8.449894], [-1.179635, 1.199872, -1.261490], [-2.648887, -0.382076, -11.001596], [1.805616, -3.633751, -2.398530], [-5.419789, -1.281471, 4.091095], [1.331484, 2.373157, 1.433372], [-5.650552, -2.125877, -0.958971], [-4.613052, 0.326662, -8.147022], [-2.238619, -0.229968, -12.441024], [0.994737, -3.897472, -1.114997], [4.583922, 4.276044, 6.398263], [-4.128133, 0.499939, 0.169703], [2.221422, 3.573484, 1.654345], [-0.547687, -1.805328, 1.188064], [-6.838974, 0.157672, -7.415465], [-1.810263, -3.993160, 0.982449], [7.421844, 2.677867, 1.954378], [4.281210, 5.729966, 6.160395], [2.814189, -1.358915, -1.499353], [2.012611, -1.632320, -0.203220], [4.246275, -5.034529, -0.718345], [-0.364770, -4.212865, 1.601924], [-1.900713, -2.475933, 0.685650], [7.306000, 1.304379, 7.182439], [-5.491641, -5.213250, -0.383747], [-5.312367, 3.550987, 3.600048], [8.077332, 1.662560, 5.941469], [-3.780404, -1.991469, -12.153409], [-5.262630, -1.540124, -2.530140], [-4.441419, 4.761648, 3.840361], [-3.351088, -0.956625, -13.167249], [6.165590, 0.480236, 6.622969], [2.723342, -2.405902, -2.637481], [-5.109026, 1.634016, -7.576265], [-4.252158, -4.262489, -0.001476], [-5.151526, -1.879314, 5.452402], [8.155086, 4.823080, 1.306432], [-4.571291, 0.077969, 1.146092], [-6.317426, -3.446891, -3.509310], [-4.401907, 2.063690, -6.864657], [6.277069, 6.458882, 5.864373], [5.372644, 7.416026, 7.043570], [-6.068964, -2.212548, 5.940678], [-1.270781, -0.714807, -12.588616], [6.520483, -6.919844, 0.747792], [4.229681, -3.956988, -0.878854], [-5.502536, 2.996069, 4.520525], [-2.190718, 0.820586, -12.726578], [-6.444278, -2.890225, -1.236400], [5.332772, 1.934546, 5.233187], [-4.104634, -7.478162, 0.929010], [8.688562, 5.707643, 1.658879], [4.119160, 5.928723, 5.101107], [0.382458, 2.639885, 0.958880], [2.939619, 3.360419, 2.449846], [7.920202, 0.725699, 7.872413], [-2.723466, 5.324472, 2.644461], [3.402090, 6.011036, 6.745142], [-1.468031, 2.125791, -1.856302], [7.342154, 2.107526, 1.025320], [5.256242, 0.523023, 7.224640], [-6.284258, -0.165839, -9.445137], [-4.833372, -2.257259, -12.261138], [4.903232, -7.567576, 0.391989], [-4.175863, -0.263785, -13.362112], [-5.006316, 5.645359, 4.141394], [-4.953348, 0.560276, -0.631548], [-3.818070, 1.582524, 0.394656], [8.228838, 4.776450, 0.215831], [-5.128000, -0.359005, -2.667150], [-0.914560, 1.391952, -0.171003], [-6.269828, 3.811392, 3.138808], [-4.049799, -0.220948, -7.384641], [1.669448, 4.473756, 1.931304], [5.779314, -4.668170, 0.736695], [-3.965035, 0.453724, -9.016539], [3.233712, -5.442173, -0.731301], [-5.504987, -5.424886, -1.520295], [-4.589411, 0.580996, 3.356460], [0.318106, -4.810058, -0.949467], [5.605153, 0.323031, 4.533147], [7.393025, 2.014380, 2.818190], [-6.486785, -4.662165, -0.181549], [-1.979100, -7.409099, 0.074182], [-5.789530, -1.484190, -8.330698], [-0.226852, 0.767165, -1.748358], [6.472735, -0.568220, 6.549791], [-4.300799, 5.523726, 1.810464], [2.390041, 4.290329, -0.388182], [-5.321901, 2.373541, -8.354406], [2.086273, -0.855056, 0.637705], [3.955923, 4.081810, 0.464436], [-5.458143, -2.025921, 3.293463], [-5.719526, -2.013781, -4.816171], [8.936910, 3.772811, 3.006066], [3.294556, -2.241288, -3.620994], [-6.376696, -0.749150, 4.101729], [3.434630, -0.386285, -1.558753], [1.719817, -4.373774, -3.259157], [-4.449815, -2.717430, 5.407755], [-3.043616, -1.389574, -14.120525], [-6.074121, -1.234524, -0.393660], [-5.534007, -6.172787, 0.224945], [-3.712436, 4.543367, 4.626887], [4.346531, -5.431626, 1.436682], [1.123391, 1.840401, 2.362589], [5.543325, 5.635554, 8.705971], [-3.177890, -2.902890, -12.208576], [6.950470, 2.220626, 7.657115], [9.514325, 3.119969, 1.468135], [-3.393235, -0.749675, 3.516088], [7.097161, 5.472774, 7.857585]],
  "atomic_forces_ev_per_a": [[-0.258, 0.237, -0.735], [0.274, -0.298, 1.428], [0.375, 0.141, -0.418], [-2.038, 3.339, -2.413], [0.703, 0.676, 0.032], [0.665, 0.025, 0.404], [-0.410, -0.345, 0.100], [0.164, 0.472, -0.049], [0.524, -4.447, -0.639], [-0.303, -0.240, 0.418], [-0.302, 0.220, 0.711], [-2.729, 2.369, 2.611], [0.539, 0.572, 0.238], [-0.582, -0.205, -0.512], [-0.321, 0.833, 4.149], [0.426, -0.429, 0.589], [0.187, 0.403, 0.221], [0.361, -0.023, -0.265], [0.548, 0.361, 0.568], [-0.564, -0.509, 0.236], [-0.273, -0.224, -0.329], [-0.511, -0.198, 0.257], [-0.401, -0.555, -0.465], [-0.017, 0.189, -0.370], [-0.411, -1.547, -0.855], [0.282, 0.839, -1.046], [1.648, -0.925, 1.277], [0.789, 0.602, 0.072], [3.180, 0.603, -3.844], [-0.858, -0.048, -0.245], [0.338, 0.066, -0.691], [0.397, 0.324, 0.379], [-0.462, 0.251, -0.932], [0.131, -0.239, 0.432], [-0.467, 3.978, -1.329], [-0.553, -0.615, -0.044], [0.469, 0.020, -0.728], [0.053, 0.131, 0.501], [-0.519, -0.113, -0.218], [0.006, 0.207, 0.363], [5.412, 0.425, 1.507], [0.908, -4.071, 1.118], [0.542, -0.231, 0.171], [-0.128, 0.300, 0.537], [1.758, 0.877, -2.708], [0.115, 0.599, -0.182], [0.534, -0.034, 0.171], [0.162, -1.035, 0.034], [0.802, 0.394, 0.563], [0.258, 1.899, 1.471], [-0.326, -0.169, -0.521], [-0.501, 0.102, 0.464], [1.324, 0.587, -2.641], [0.479, -0.133, -0.382], [-0.343, 0.070, -0.416], [1.690, 3.033, 0.337], [-0.906, -0.490, -0.359], [-1.315, 0.905, 0.506], [0.014, 0.425, 0.508], [-2.848, 1.598, 0.028], [-0.930, -0.399, -0.108], [-2.159, 2.007, -1.010], [0.392, -0.011, 0.164], [0.365, 0.371, -0.169], [-2.243, -3.174, 0.525], [-0.003, -1.479, -1.583], [0.373, 0.152, 0.514], [0.528, -1.297, 0.295], [-2.023, -2.074, -0.612], [-0.187, -0.492, 0.115], [-0.313, 1.190, -0.206], [-0.492, 0.024, 0.483], [0.759, 0.536, 0.258], [-0.286, -0.432, -0.273], [-0.875, -2.234, -2.188], [0.065, 0.460, 0.473], [-0.068, 0.101, -0.632], [-0.312, -0.366, 0.366], [-2.115, -0.107, 3.487], [0.417, 0.273, -0.025], [2.054, 0.755, 0.777], [-0.236, -0.520, 0.053], [0.514, 0.250, -0.216], [0.642, 0.612, -1.589], [-0.512, 1.781, -0.709], [-0.265, 0.040, 0.043], [-0.052, 0.005, 0.104], [0.067, -0.109, 0.036], [0.205, 0.097, 0.172], [0.022, 0.140, 0.083], [-0.012, -0.117, -0.256], [-0.302, -0.174, -0.225], [0.077, -0.160, -0.222], [0.303, -0.089, 0.214], [1.156, 0.921, 0.976], [0.214, -0.305, -0.023], [0.774, 0.935, -0.689], [-0.279, 0.044, -0.065], [-0.289, -0.199, 0.131], [0.057, -0.058, 0.005], [-0.128, 0.059, -0.138], [0.129, 0.330, -0.017], [-0.081, -0.023, -0.367], [-0.047, -0.094, -0.117], [0.231, -1.180, 0.956], [-0.144, -0.007, 0.049], [0.019, 0.052, -0.153], [-0.088, -0.123, 0.049], [0.107, -0.005, 0.261], [0.026, 0.036, -0.032], [0.060, -0.101, 0.002], [-0.024, -0.132, -0.019], [1.054, -0.221, 1.125], [-0.069, -2.035, -0.496], [-0.059, 0.010, 0.053], [-0.040, -2.979, 0.186], [-0.747, -0.075, -1.523], [0.066, -0.031, -0.030], [0.002, 0.087, -0.092], [-0.063, -0.113, -0.033], [-0.060, -0.088, 0.012], [-0.192, 0.043, 0.465], [0.048, 0.134, -0.098], [0.248, 0.151, 1.842], [0.448, -0.054, 0.110], [1.260, 1.460, -0.645], [0.221, 0.157, -0.111], [-0.218, 0.014, -0.344], [1.660, -0.835, -0.175], [-0.763, 0.750, 0.247], [-0.323, 0.074, -0.174], [-1.531, 0.610, 0.650], [-0.060, 0.081, 0.008], [0.146, -0.036, -0.079], [0.095, -0.068, -0.094], [-0.034, -0.026, 0.046], [-0.179, -1.382, -1.480], [-0.143, -0.033, -0.313], [0.003, -0.016, 0.111], [-2.114, -0.467, 1.465], [0.005, -0.053, -0.094], [-1.101, -0.513, 1.760], [0.058, -0.081, 0.009], [-1.179, -1.833, 0.077], [0.107, 1.021, 1.430], [-0.019, 0.062, 0.007], [-0.074, -0.030, 0.104], [0.517, -1.411, -0.593], [0.286, 1.349, -0.964], [-0.123, -0.019, -0.059], [0.073, -0.054, -0.058], [0.007, -0.185, -0.264], [0.002, -0.052, -0.055], [-0.021, 0.058, 0.042], [0.135, -0.050, -0.028], [-0.062, 0.112, 0.015], [0.052, 0.163, -0.011], [-0.123, -0.254, 0.035]]
}